[1]
{"formula": "CH3O3S", "method": "ωB97M-V/def2-TZVPD", "species": ["C", "O", "O", "O", "S", "H", "H", "H"], "positions_angstrom": [[1.33552, 0.00079, 0.00213], [-1.60116, -0.89719, -0.26743], [0.53799, 0.96137, -0.05804], [1.03480, -1.17535, 0.22154], [-2.16650, 0.56109, 0.18900], [2.44131, 0.22233, -0.01048], [-0.41469, -1.05656, -0.00654], [-1.16726, 1.38352, -0.07018]], "e_above_lowest_kcal_mol": 23.8, "homo_ev": -3.190, "homo_lumo_gap_ev": 7.214, "charge": -1, "e_lumo_ev": 4.02, "energy_ev": -18063.82711}

***

[2]
{"formula": "C3H2FO2Tm", "method": "ωB97M-V/def2-TZVPD", "species": ["H", "F", "O", "O", "C", "C", "C", "H", "Tm"], "positions_angstrom": [[-0.36645, 0.87049, -2.87775], [0.42205, -1.64886, 0.07699], [0.31266, -0.32541, 1.79310], [0.36388, 0.45963, -2.38150], [0.13692, -0.47498, 0.58829], [-0.75317, 0.55462, -0.24918], [0.28615, 0.60970, -1.10731], [-1.17200, 1.40103, 0.29702], [0.76995, -1.44622, 3.86035]], "e_above_lowest_kcal_mol": 52.0, "homo_ev": [-22.918, -22.283], "homo_lumo_gap_ev": [8.725, 5.129], "spin_multiplicity": 4, "charge": 3, "e_lumo_ev": [-14.19, -17.15], "energy_ev": -39445.30124, "s_squared": 3.759}

***

[3]
{"formula": "C58H34Br6O8", "method": "ωB97M-V/def2-TZVPD", "species": ["C", "C", "C", "C", "C", "C", "C", "O", "C", "C", "C", "C", "C", "C", "C", "O", "H", "H", "H", "H", "H", "H", "H", "H", "C", "C", "C", "C", "C", "C", "C", "O", "C", "C", "C", "C", "C", "C", "C", "O", "H", "H", "H", "H", "H", "H", "H", "H", "C", "C", "C", "C", "C", "C", "C", "O", "C", "C", "C", "C", "C", "C", "C", "O", "H", "H", "H", "H", "H", "H", "H", "H", "C", "C", "C", "C", "C", "C", "C", "O", "C", "C", "C", "C", "C", "C", "C", "O", "H", "H", "H", "H", "H", "H", "H", "H", "C", "Br", "Br", "Br", "H", "C", "Br", "Br", "Br", "H"], "positions_angstrom": [[-0.72686, -0.12371, 6.58138], [-0.52500, 1.09125, 7.20790], [-0.44673, 2.26921, 6.43350], [-0.52729, 2.17216, 5.05914], [-0.89014, 0.94943, 4.44585], [-0.95524, -0.19408, 5.21536], [-1.22391, 0.86826, 3.02648], [-1.70807, -0.14810, 2.55255], [-0.77289, 1.98310, 2.18258], [-0.96793, 1.89728, 0.81218], [-0.54857, 2.90542, -0.04330], [0.09505, 4.01057, 0.51957], [0.12501, 4.21625, 1.90692], [-0.31847, 3.19117, 2.71399], [-0.16173, 3.34743, 4.19217], [0.21714, 4.39699, 4.66313], [-0.82672, -0.98126, 7.23590], [-0.42839, 1.10957, 8.28425], [-0.19049, 3.19232, 6.93436], [-1.14361, -1.12985, 4.70695], [-1.56005, 1.07729, 0.42335], [-0.63942, 3.01575, -1.11306], [0.45201, 4.74793, -0.18922], [0.43035, 5.18069, 2.28305], [-1.70749, -7.65306, -8.37640], [-1.79921, -7.90802, -7.02928], [-1.33491, -6.92901, -6.12430], [-0.92826, -5.73094, -6.60137], [-0.79438, -5.46252, -8.00228], [-1.22494, -6.44663, -8.85984], [-0.45113, -4.10273, -8.47284], [-0.55332, -3.80696, -9.64801], [0.17712, -3.15995, -7.51696], [0.89340, -2.07445, -8.04631], [1.42589, -1.17218, -7.13120], [1.38521, -1.40892, -5.76735], [0.79609, -2.58052, -5.26039], [0.17439, -3.45268, -6.15218], [-0.50582, -4.66056, -5.63023], [-0.71207, -4.74921, -4.43768], [-1.90669, -8.47153, -9.05782], [-2.05593, -8.87715, -6.62422], [-1.37121, -7.20275, -5.07876], [-1.16261, -6.36393, -9.93739], [0.92643, -1.96985, -9.11972], [1.99754, -0.30085, -7.42846], [1.89068, -0.70519, -5.12329], [0.99477, -2.72032, -4.20775], [3.15124, 6.82331, 7.86356], [3.95063, 7.09935, 6.73922], [4.03698, 6.18526, 5.71529], [3.28506, 4.99225, 5.75133], [2.53436, 4.71334, 6.88958], [2.45726, 5.62160, 7.94588], [1.73819, 3.42310, 6.97748], [1.05890, 3.16788, 7.94127], [1.82525, 2.47371, 5.82004], [1.06114, 1.30926, 5.89550], [1.20298, 0.38320, 4.87050], [1.82232, 0.69965, 3.67645], [2.43414, 1.93491, 3.58297], [2.49390, 2.82141, 4.64658], [3.28759, 4.06555, 4.59116], [4.02662, 4.27837, 3.64491], [3.10611, 7.45398, 8.74055], [4.48421, 8.03336, 6.62795], [4.73431, 6.34300, 4.90445], [2.05160, 5.37127, 8.91572], [0.50105, 0.96858, 6.75253], [0.65579, -0.54021, 5.02818], [1.92030, 0.00149, 2.85823], [2.99780, 2.21675, 2.69879], [-5.49133, -0.33937, -4.86464], [-4.47131, 0.58706, -4.72686], [-3.34865, 0.21697, -3.98591], [-3.30914, -0.91192, -3.17672], [-4.42195, -1.76923, -3.17291], [-5.45409, -1.49108, -4.05129], [-4.53736, -2.91692, -2.20552], [-5.48768, -3.65868, -2.29296], [-3.41681, -3.08861, -1.23196], [-3.51741, -3.91319, -0.12448], [-2.62087, -3.81551, 0.97016], [-1.57942, -2.92259, 0.87113], [-1.40669, -2.14220, -0.25743], [-2.33558, -2.18185, -1.27770], [-2.07481, -1.23266, -2.38969], [-1.04371, -0.61582, -2.53189], [-6.32447, -0.16524, -5.52960], [-4.49902, 1.50813, -5.29269], [-2.46345, 0.84181, -3.99885], [-6.26714, -2.18935, -4.20090], [-4.34065, -4.61276, -0.05631], [-2.82085, -4.38609, 1.86524], [-0.74997, -3.07056, 1.55617], [-0.44452, -1.66858, -0.37712], [2.70218, 0.45751, -1.52989], [1.71699, 0.02679, 0.10579], [1.58344, 1.67015, -2.57774], [3.07776, -1.17563, -2.58906], [3.69154, 0.83106, -1.31720], [5.65452, 2.34005, 0.67326], [3.94692, 3.08596, 0.22963], [6.74956, 2.21547, -0.87208], [5.53454, 0.52563, 1.42882], [6.04013, 2.98572, 1.45211]], "e_above_lowest_kcal_mol": 187.5, "homo_ev": -7.491, "homo_lumo_gap_ev": 6.295, "e_lumo_ev": -1.20, "energy_ev": -497321.64190}

***

[4]
{"formula": "C17H10ClKNO4", "method": "ωB97M-V/def2-TZVPD", "species": ["K", "O", "C", "O", "C", "C", "C", "C", "C", "C", "C", "C", "C", "N", "H", "H", "H", "H", "H", "H", "Cl", "C", "C", "C", "C", "O", "C", "C", "O", "C", "H", "H", "H", "H"], "positions_angstrom": [[0.15342, -0.15359, 2.11074], [-3.25858, -2.72038, 3.55784], [-2.44072, -2.06638, 2.89763], [-1.44409, -1.41589, 3.27784], [-2.69184, -2.05208, 1.36031], [-3.80683, -2.76926, 0.84930], [-4.04643, -2.77139, -0.48978], [-3.17571, -2.05563, -1.35014], [-3.33835, -1.99621, -2.75130], [-2.46037, -1.28629, -3.52324], [-1.38244, -0.60564, -2.92667], [-1.19720, -0.64353, -1.57183], [-2.09169, -1.37091, -0.75206], [-1.87341, -1.38387, 0.58845], [-4.42462, -3.29025, 1.56615], [-4.88812, -3.30789, -0.91501], [-4.17153, -2.52357, -3.20221], [-2.59019, -1.24431, -4.59755], [-0.69510, -0.04754, -3.54979], [-0.37220, -0.12475, -1.09777], [6.23974, 4.35950, 0.05994], [4.82065, 3.34956, 0.19570], [4.11350, 2.99811, -0.96455], [3.00416, 2.21120, -0.87924], [2.49408, 1.69989, 0.36892], [1.46683, 0.97786, 0.39409], [3.25429, 2.08718, 1.53950], [2.92217, 1.68915, 2.87879], [1.99351, 0.99160, 3.26402], [4.39702, 2.90243, 1.41401], [4.45945, 3.35902, -1.92520], [2.45514, 1.93731, -1.77166], [3.63120, 2.09181, 3.63546], [4.94427, 3.17473, 2.30930]], "e_above_lowest_kcal_mol": 4.2, "homo_ev": -4.875, "homo_lumo_gap_ev": 7.405, "charge": -1, "e_lumo_ev": 2.53, "energy_ev": -56323.41659}

***

[5]
{"formula": "C35H73F13O9S", "method": "ωB97M-V/def2-TZVPD", "species": ["C", "C", "C", "C", "C", "C", "C", "C", "F", "F", "C", "F", "F", "C", "F", "F", "C", "F", "F", "S", "F", "F", "F", "F", "F", "C", "C", "O", "C", "O", "H", "H", "H", "H", "H", "H", "H", "H", "H", "H", "H", "H", "H", "H", "H", "H", "H", "C", "C", "C", "O", "H", "H", "H", "H", "H", "H", "H", "H", "C", "C", "C", "O", "H", "H", "H", "H", "H", "H", "H", "H", "C", "C", "C", "O", "H", "H", "H", "H", "H", "H", "H", "H", "C", "C", "C", "O", "H", "H", "H", "H", "H", "H", "H", "H", "C", "C", "C", "O", "H", "H", "H", "H", "H", "H", "H", "H", "C", "C", "C", "O", "H", "H", "H", "H", "H", "H", "H", "H", "C", "C", "C", "O", "H", "H", "H", "H", "H", "H", "H", "H"], "positions_angstrom": [[-2.05085, -2.59920, -1.89693], [-0.99258, -1.74818, -1.17667], [-0.34144, -0.68039, -2.07487], [1.02913, -1.09152, -2.61299], [2.02446, 0.09418, -2.75676], [2.35069, 0.61628, -1.35380], [2.39297, 2.14315, -1.17754], [2.19540, 2.50975, 0.28365], [3.31719, 2.10697, 0.94920], [1.15069, 1.87124, 0.84450], [2.08429, 4.01941, 0.66008], [3.07993, 4.66658, 0.04124], [2.27348, 4.08895, 1.99311], [0.75892, 4.86475, 0.48903], [1.05652, 6.04664, 1.05435], [-0.20569, 4.28265, 1.20026], [0.22624, 5.25250, -0.95194], [-0.20260, 6.50889, -0.89217], [1.23075, 5.18100, -1.81948], [-1.27156, 4.22159, -1.60154], [-2.11126, 4.69651, -0.36017], [-0.75489, 2.96576, -0.81329], [-0.46710, 3.74236, -2.86800], [-1.80426, 5.44187, -2.44723], [-2.49939, 3.37616, -2.08966], [1.51906, 1.06774, -3.80891], [1.85033, 0.34714, -5.11006], [3.03123, -0.39864, -4.81846], [3.18769, -0.55248, -3.49034], [4.09631, -1.19564, -3.03786], [-3.04872, -2.32381, -1.58575], [-1.92131, -3.64749, -1.66167], [-1.96986, -2.49956, -2.97246], [-0.23766, -2.39975, -0.75459], [-1.47325, -1.23395, -0.35222], [-0.25230, 0.23146, -1.49679], [-1.01647, -0.49192, -2.90178], [1.48426, -1.81700, -1.94586], [0.91192, -1.59347, -3.56777], [3.33288, 0.23192, -1.10029], [1.66489, 0.15821, -0.65599], [3.39018, 2.49275, -1.41698], [1.71919, 2.67860, -1.82269], [2.17982, 1.93140, -3.81631], [0.50089, 1.38902, -3.71700], [1.08127, -0.31100, -5.49130], [2.12690, 1.07814, -5.85639], [5.62385, -3.14992, -0.90363], [4.47121, -3.94790, -0.31922], [4.86157, -4.66350, 0.96326], [3.96585, -4.88242, -1.27465], [6.46384, -3.80643, -1.15202], [5.30562, -2.65634, -1.81555], [5.97579, -2.39672, -0.19543], [3.63950, -3.26888, -0.11872], [5.65524, -5.39056, 0.76420], [4.00608, -5.20684, 1.36187], [5.21245, -3.96947, 1.72660], [4.67809, -5.49515, -1.48226], [0.64228, -1.55770, 4.72659], [0.04457, -1.12435, 3.40023], [0.00673, 0.38772, 3.28003], [-1.25757, -1.68606, 3.23207], [0.03250, -1.18594, 5.55532], [0.67369, -2.64536, 4.79362], [1.65356, -1.16766, 4.84324], [0.63564, -1.54047, 2.58298], [-0.61324, 0.81632, 4.07328], [-0.42520, 0.68612, 2.32736], [1.00700, 0.81283, 3.36000], [-1.82707, -1.34481, 3.92972], [-4.99156, 6.93158, -2.73648], [-5.50420, 7.62047, -1.48236], [-4.75142, 8.91366, -1.20912], [-5.41432, 6.74507, -0.35877], [-3.93881, 6.66446, -2.62527], [-5.54404, 6.00825, -2.91827], [-5.08899, 7.57321, -3.61336], [-6.56719, 7.83718, -1.59306], [-3.68933, 8.70533, -1.05160], [-5.13367, 9.39438, -0.30926], [-4.84240, 9.61121, -2.04259], [-4.48446, 6.53183, -0.22903], [-4.31188, -3.57253, 2.11932], [-4.75356, -4.11617, 3.46710], [-5.08045, -2.99747, 4.44472], [-3.74737, -4.97193, 4.01040], [-3.40109, -2.97652, 2.23339], [-4.08508, -4.38787, 1.43220], [-5.07788, -2.93990, 1.66843], [-5.63222, -4.74943, 3.33912], [-4.19388, -2.38055, 4.61939], [-5.39453, -3.40653, 5.40471], [-5.87413, -2.35436, 4.06288], [-2.95476, -4.43736, 4.13190], [7.36538, -3.39076, 5.41811], [6.62885, -2.94373, 4.16522], [6.66744, -1.43245, 3.99650], [5.28016, -3.41131, 4.17970], [6.89461, -2.96049, 6.30643], [7.33017, -4.47548, 5.51493], [8.40933, -3.07619, 5.39862], [7.08157, -3.41624, 3.29190], [6.17612, -0.94514, 4.84356], [6.14012, -1.13525, 3.08962], [7.69235, -1.06462, 3.93904], [4.84046, -3.01887, 4.93934], [0.77572, -8.00369, 3.15202], [1.45749, -6.76915, 2.58169], [2.27236, -6.03395, 3.63515], [0.49705, -5.89619, 1.98737], [0.07868, -7.71850, 3.94432], [0.20619, -8.51660, 2.37743], [1.50295, -8.70132, 3.57005], [2.11426, -7.06539, 1.76211], [1.62272, -5.68585, 4.44440], [2.75329, -5.15904, 3.19957], [3.04237, -6.67479, 4.06660], [-0.11008, -5.61164, 2.67865], [-6.03260, 5.93871, -6.57087], [-6.19491, 4.43815, -6.75496], [-7.47386, 3.92804, -6.10906], [-5.05992, 3.74422, -6.23623], [-5.97101, 6.18138, -5.50690], [-5.11360, 6.28512, -7.04345], [-6.87190, 6.48823, -6.99884], [-6.20898, 4.20234, -7.81965], [-7.45423, 4.11726, -5.03204], [-7.57354, 2.85310, -6.25623], [-8.35341, 4.41992, -6.52591], [-5.01267, 3.92811, -5.29239]], "homo_ev": -9.716, "homo_lumo_gap_ev": 9.773, "smiles": "CCCC[C@]1(CCC(F)(F)C(F)(F)C(F)(F)C(F)(F)S(F)(F)(F)(F)F)CCOC1=O.CC(C)O.CC(C)O.CC(C)O.CC(C)O.CC(C)O.CC(C)O.CC(C)O", "e_lumo_ev": 0.06, "energy_ev": -102067.44398}

***

[6]
{"formula": "C16H17N", "method": "ωB97M-V/def2-TZVPD", "species": ["C", "C", "C", "C", "C", "C", "C", "H", "H", "H", "H", "H", "H", "H", "H", "C", "C", "C", "C", "C", "C", "C", "C", "C", "N", "H", "H", "H", "H", "H", "H", "H", "H", "H"], "positions_angstrom": [[-0.12998, 1.49010, -2.89708], [-0.58975, 3.07111, -1.00955], [0.19245, 1.97997, -1.52247], [-0.59623, 3.35842, 0.33940], [0.90224, 1.29391, -0.54353], [0.18160, 2.66107, 1.28273], [1.05713, 1.69499, 0.79443], [-1.10864, 3.68709, -1.72027], [-1.21320, 4.26585, 0.47828], [0.12879, 0.45512, -3.08649], [0.27001, 2.14216, -3.67127], [1.36211, 0.33629, -0.70541], [0.18092, 3.03082, 2.29359], [1.93677, 1.34859, 1.31221], [-1.22752, 1.49499, -2.90820], [-2.43076, -0.15221, -0.47308], [0.31680, -1.85607, 1.23550], [-0.24718, -1.50325, -0.00854], [-1.49832, -0.96449, 0.34978], [-1.75703, -1.23534, 1.70015], [1.67336, -2.08072, 1.37577], [2.24419, -2.30176, 0.13338], [0.30129, -1.87701, -1.26667], [1.57578, -2.34122, -1.11511], [-0.55040, -1.67804, 2.26442], [-0.42479, -1.64854, 3.26036], [2.25570, -1.95476, 2.26413], [-2.71130, -1.30465, 2.22872], [3.32736, -2.47443, 0.11324], [-0.31112, -1.92216, -2.14566], [-3.19779, -0.77893, -0.93279], [-1.89735, 0.54316, -1.11934], [2.03367, -2.90819, -1.93235], [-3.11493, 0.31301, 0.24751]], "e_above_lowest_kcal_mol": 41.4, "homo_ev": [-11.843, -11.847], "homo_lumo_gap_ev": [8.131, 5.062], "spin_multiplicity": 2, "charge": 1, "e_lumo_ev": [-3.71, -6.78], "energy_ev": -18348.98565, "s_squared": 0.777}